1.
This record from the Open Molecules 2025 dataset describes a molecular structure, C2H5OP at a distorted geometry. The level of theory is ωB97M-V/def2-TZVPD.

Results
<S²> = 2.026
HOMO-LUMO gap (alpha / beta) = 7.3 / 7.9 eV
LUMO (alpha / beta) = 1.0 / -2.7 eV
spin multiplicity = 3

Cartesian coordinates (Å):
P 0.344 0.898 -0.211
H 3.063 0.239 -1.011
C -1.892 -0.106 -0.131
H 0.756 -0.542 -0.147
H -1.147 -1.879 1.024
C -1.494 -1.086 0.440
O 0.635 1.551 1.041
H -2.670 0.595 -0.412
H 2.405 0.328 -0.592

Cartesian forces (eV/Å) of the 2 atoms listed first:
-0.77 -2.68 -3.71
-0.73 0.07 0.69


2.
This record from the Open Molecules 2025 dataset describes a single C2H5OP molecule at a distorted geometry. The level of theory is ωB97M-V/def2-TZVPD.

Results
<S²> = 2.008
HOMO-LUMO gap (alpha / beta) = 5.3 / 7.3 eV
LUMO (alpha / beta) = 0.8 / -3.0 eV
spin multiplicity = 3

Cartesian coordinates (Å):
H -0.332 1.427 -0.292
P -1.612 -0.614 0.536
C 0.107 -0.773 0.148
H -1.565 0.345 1.495
O 1.230 -0.621 0.962
H 0.906 -0.350 1.926
H -0.467 0.280 -1.798
C -0.540 0.344 -0.610
H 0.375 -1.567 -0.420

Cartesian forces (eV/Å) of the 2 atoms listed first:
-0.38 -1.61 -0.33
-1.42 -0.90 1.04


3.
This record from the Open Molecules 2025 dataset describes 2 unconnected molecules or ions with the total composition C2H5OPS at a distorted geometry. The level of theory is ωB97M-V/def2-TZVPD.

Results
HOMO-LUMO gap = 8.7 eV
LUMO = 0.4 eV
SMILES string = [PH2]#CS.C=O

Cartesian coordinates (Å):
H -0.384 -2.381 1.259
H -1.251 2.132 -0.326
C -0.435 -1.287 1.399
S 1.930 -0.141 -1.373
H -1.800 0.219 -0.632
P -0.795 1.010 -0.902
O -1.354 -0.727 0.935
H 2.868 0.751 -1.340
C 0.873 1.102 -1.050
H 0.348 -0.678 2.030

Cartesian forces (eV/Å) of the 2 atoms listed first:
0.70 0.01 0.28
-0.26 1.33 0.42


4.
This record from the Open Molecules 2025 dataset describes 2 unconnected molecules or ions with the total composition C2H5OS. The level of theory is ωB97M-V/def2-TZVPD.

Results
HOMO-LUMO gap = 6.9 eV
LUMO = 4.1 eV
net charge = -1

Cartesian coordinates (Å):
S -1.464 0.623 1.712
C 0.636 0.422 -0.719
H 1.363 0.598 -1.511
H 0.996 0.822 0.230
O 1.057 -1.903 -1.144
H -2.278 0.918 2.726
H -0.334 0.893 -0.879
H -0.394 -1.322 0.142
C 0.418 -1.051 -0.556

Cartesian forces (eV/Å) of the 2 atoms listed first:
0.04 0.03 -0.05
0.19 -0.35 0.00


5.
This record from the Open Molecules 2025 dataset describes 2 unconnected molecules or ions with the total composition C2H5OS at a distorted geometry. The level of theory is ωB97M-V/def2-TZVPD.

Results
HOMO-LUMO gap = 7.2 eV
LUMO = 4.3 eV
net charge = -1

Cartesian coordinates (Å):
S 0.155 2.086 0.889
O -1.340 -1.823 0.189
H 0.039 0.652 -0.514
H 1.468 -0.472 -0.548
H 0.097 -0.891 -1.681
C 0.392 -0.452 -0.728
H -0.608 3.175 0.693
C -0.328 -1.173 0.347
H 0.124 -1.103 1.353

Cartesian forces (eV/Å) of the 2 atoms listed first:
-0.10 0.89 0.47
-0.15 -0.05 0.04


6.
This record from the Open Molecules 2025 dataset describes a single C2H6 molecule. The level of theory is ωB97M-V/def2-TZVPD.

Results
HOMO-LUMO gap = 13.2 eV
LUMO = 1.3 eV
SMILES string = CC

Cartesian coordinates (Å):
H -1.156 -1.005 0.002
H 1.157 -0.492 -0.869
H -1.151 0.494 -0.865
H 1.157 -0.494 0.872
C -0.746 0.002 -0.007
C 0.743 0.002 0.000
H -1.158 0.493 0.867
H 1.154 1.002 0.000

Cartesian forces (eV/Å) of the 2 atoms listed first:
0.02 -0.19 -0.05
0.06 -0.21 -0.27


7.
This record from the Open Molecules 2025 dataset describes a molecular structure, C2H6AsF6KN2O4. The level of theory is ωB97M-V/def2-TZVPD.

Results
HOMO-LUMO gap = 10.3 eV
LUMO = -1.2 eV

Cartesian coordinates (Å):
H -4.113 -0.404 1.525
H -3.923 -1.578 2.811
H 0.098 4.248 0.741
F 2.486 -3.669 -2.961
C -0.093 3.925 1.759
K 0.622 -0.582 -0.318
F 1.989 -1.329 -2.422
F 1.276 -2.260 -4.538
F 3.602 -2.969 -5.049
N -2.159 -0.787 2.082
H -1.152 3.985 1.994
O -0.100 1.754 0.951
O -1.232 -1.409 1.573
H 0.515 4.464 2.474
F 4.274 -2.027 -2.848
As 2.815 -2.167 -3.752
H -3.554 -2.103 1.144
C -3.543 -1.274 1.837
O -2.042 0.206 2.759
F 3.095 -0.621 -4.459
O 0.869 2.114 2.832
N 0.268 2.485 1.864

Cartesian forces (eV/Å) of the 2 atoms listed first:
-0.02 -0.12 -0.20
0.02 -0.07 -0.04


8.
This record from the Open Molecules 2025 dataset describes 2 unconnected molecules or ions with the total composition C2H6BNO3 at a distorted geometry. The level of theory is ωB97M-V/def2-TZVPD.

Results
HOMO-LUMO gap (alpha / beta) = 8.0 / 8.0 eV
LUMO (alpha / beta) = -0.1 / -0.1 eV

Cartesian coordinates (Å):
H 2.284 1.794 0.278
H -2.568 -1.881 0.398
H -1.763 1.533 0.542
O -2.639 -0.908 0.346
C 1.548 1.044 -0.153
C 1.865 -0.246 0.215
O 2.400 -1.125 0.755
O -1.117 0.888 0.339
H 0.500 1.068 0.154
H 1.396 1.232 -1.229
H -0.127 -1.946 -0.794
N -0.399 -1.029 -0.797
B -1.379 -0.424 -0.054

Cartesian forces (eV/Å) of the 2 atoms listed first:
-0.96 -0.83 -0.24
-0.35 0.76 -0.27


Energy values, unit a.u., following the record order: -495.52990; -495.53441; -893.78830; -552.65725; -552.64342; -79.79085; -3925.17223; -385.14168.
ΔE to the lowest compared entry with this formula, charge and spin values, unit kcal/mol, following the record order: 80.39; 77.56; 115.79; 0.07; 8.75; 0.67; 3.82; 55.61.